[1]
The following is a quantum chemistry calculation of a 6-piece molecular cluster, C20H23BF6O18 overall, from the Open Molecules 2025 dataset.

Computed properties:
E_LUMO (eV): -0.50
F_max (eV Å⁻¹): 0.6
Highest occupied orbital energy (eV): -10.501

The geometry in ORCA input format:
```
! RIJCOSX wB97M-V def2-TZVPD def2/J DEFGRID3
* xyz 0 1
B 2.92574 2.41805 0.94004
C 1.69182 3.32806 0.58920
O 1.06325 3.90192 1.45091
C 1.28058 3.55106 -0.88157
F 2.40106 3.38475 -1.62591
F 0.85111 4.81147 -1.04360
C 0.17894 2.57321 -1.41194
F -0.55756 3.21229 -2.33218
F 0.78678 1.52971 -2.00943
C -0.76990 1.96869 -0.33790
F -0.08606 1.06835 0.37108
F -1.74809 1.34144 -1.03454
C -1.46872 2.94034 0.64584
O -1.71410 2.61428 1.75943
O -1.78473 4.11748 0.07167
H 3.97278 2.93537 1.10850
H 2.80631 1.24782 1.07940
H -1.49212 4.83132 0.65933
C -1.79800 -0.12546 -4.13840
C -1.26322 -1.33081 -3.39418
O -0.50488 -2.00041 -4.42162
C -0.15596 -1.09055 -5.35498
O 0.60222 -1.29674 -6.25019
O -0.78872 0.08436 -5.13888
H -1.90077 0.75472 -3.51056
H -2.74615 -0.31832 -4.64390
H -0.59544 -1.04103 -2.58791
H -2.03796 -1.98658 -3.01057
C -1.54246 -5.58553 -5.48417
C -0.74243 -5.97381 -4.25315
O -1.28052 -5.09613 -3.25890
C -2.51575 -4.71765 -3.64346
O -3.27648 -4.10325 -2.96186
O -2.76881 -5.11350 -4.90807
H -1.74770 -6.41355 -6.15643
H -1.08050 -4.76588 -6.03553
H -0.92599 -7.00425 -3.94420
H 0.32573 -5.80482 -4.35163
C -3.56345 -3.23115 1.17059
C -2.30578 -3.55763 1.95541
O -1.27253 -3.11415 1.06439
C -1.79375 -2.18144 0.24356
O -1.16598 -1.50021 -0.50404
O -3.13571 -2.11823 0.37768
H -4.40352 -2.93671 1.79335
H -3.86653 -4.03892 0.50316
H -2.23516 -2.99162 2.88381
H -2.18236 -4.61494 2.17075
C 5.33598 6.69436 1.22787
C 6.64885 6.82945 1.97942
O 6.86972 5.49346 2.44110
C 6.19663 4.64107 1.63540
O 6.30463 3.45872 1.65057
O 5.37276 5.32770 0.80598
H 5.25402 7.34433 0.36151
H 4.46955 6.83696 1.87575
H 7.47466 7.11404 1.32578
H 6.60398 7.50817 2.82618
C -2.39808 -1.41751 5.90946
C -1.01760 -1.27987 6.52720
O -0.69348 -2.63684 6.84746
C -1.41337 -3.45493 6.04871
O -1.25506 -4.62593 5.94435
O -2.35224 -2.74422 5.37199
H -2.59634 -0.70294 5.11515
H -3.19530 -1.37001 6.65255
H -0.28062 -0.90315 5.81660
H -0.99718 -0.67436 7.42855
*
```

=====

[2]
The following is a quantum chemistry calculation of C6H10O3 in the gas phase in a non-equilibrium geometry, from the Open Molecules 2025 dataset.

Computed properties:
ΔE to the lowest compared entry with this formula, charge and spin (kcal per mole): 124.8
E_LUMO (eV): 0.96
F_max (eV Å⁻¹): 5.4
Highest occupied orbital energy (eV): -7.901

The geometry in ORCA input format:
```
! RIJCOSX wB97M-V def2-TZVPD def2/J DEFGRID3
* xyz 0 1
C -2.47415 0.32667 0.30881
C -1.57415 0.52326 1.23251
C -1.91138 0.25795 -1.13023
C 0.16462 0.12684 -0.01016
C 1.08601 -2.08473 0.24000
C 2.20376 1.27673 0.00099
O -0.57200 -0.25758 -1.07846
O 0.82886 -0.79348 0.76802
O 0.87369 1.31522 -0.21381
H -3.60155 0.44331 0.36666
H -1.30865 0.89736 2.24258
H -2.48396 -0.35738 -1.80844
H -2.08030 1.36874 -1.52728
H 1.93898 -2.44725 0.84468
H 1.05339 -2.08399 -0.77792
H 0.19111 -2.58373 0.58854
H 2.55331 2.09290 -0.62478
H 2.61248 0.33671 -0.39312
H 2.49991 1.64244 0.97139
*
```

=====

[3]
The following is a quantum chemistry calculation of a 2-piece molecular cluster, C4H11NO2 overall in a non-equilibrium geometry, from the Open Molecules 2025 dataset.

Computed properties:
ΔE to the lowest compared entry with this formula, charge and spin (kcal per mole): 16.6
E_LUMO (spin up / spin down) (eV): -3.64 / -8.94
Expectation value of S²: 0.778
F_max (eV Å⁻¹): 3.2
Highest occupied orbital energy (spin up / spin down) (eV): -14.716 / -14.715

The geometry in ORCA input format:
```
! RIJCOSX wB97M-V def2-TZVPD def2/J DEFGRID3
* xyz 1 2
C -0.24742 -0.31298 -1.86719
C -0.02045 0.50881 -0.61102
N -0.94146 0.55635 0.37636
C -0.64218 1.30006 1.62283
C -2.05295 -0.34090 0.46618
O 0.99444 1.17480 -0.49855
H -0.45667 -1.33223 -1.55782
H 0.69720 -0.33541 -2.35248
H -0.96388 0.18993 -2.51007
H -0.31250 0.57099 2.37623
H 0.12016 2.01717 1.42574
H -1.55591 1.80314 1.94273
H -2.94266 0.24984 0.38033
H -2.09756 -0.75802 1.45774
H -2.08701 -1.14260 -0.22301
H 2.57648 -1.30063 0.41081
H 1.73218 -2.56557 0.43574
O 2.64087 -2.25489 0.25225
*
```

=====

[4]
The following is a quantum chemistry calculation of C20H16N4O7S2 in the gas phase in a non-equilibrium geometry, from the Open Molecules 2025 dataset.

Computed properties:
ΔE to the lowest compared entry with this formula, charge and spin (kcal per mole): 0.0
E_LUMO (eV): -1.11
F_max (eV Å⁻¹): 1.2
Highest occupied orbital energy (eV): -8.757

The geometry in ORCA input format:
```
! RIJCOSX wB97M-V def2-TZVPD def2/J DEFGRID3
* xyz 0 1
C 4.18765 2.50846 0.06967
C 3.73982 1.97945 -1.28880
H 4.30879 1.08957 -1.57277
H 3.88863 2.74757 -2.05314
O 2.34299 1.73012 -1.33952
C 1.76576 0.72933 -0.63202
C 0.38782 0.84972 -0.48493
C -0.39543 -0.10877 0.16590
C 0.25106 -1.20917 0.73723
C 1.61578 -1.34378 0.60554
C 2.38021 -0.40798 -0.08070
O 3.74037 -0.62139 -0.26004
C 4.52755 -0.91793 0.79696
O 4.15535 -0.97861 1.94045
C 5.90924 -1.11699 0.36562
C 7.01585 -1.44860 1.11209
C 8.09156 -1.50675 0.20604
C 7.56502 -1.20605 -1.01829
O 6.25576 -0.96977 -0.93332
H 8.01594 -1.13329 -1.98890
H 9.11235 -1.73880 0.42852
H 7.03159 -1.62423 2.16757
H 2.11303 -2.19664 1.03974
H -0.30809 -1.94884 1.28334
C -1.81475 0.15015 0.21474
C -2.89519 -0.65897 0.34962
C -4.22826 -0.03425 0.22897
N -4.54714 1.18845 0.32550
H -3.80782 1.80416 0.64179
N -5.25546 -0.91007 -0.13470
C -6.58508 -0.63238 -0.33415
N -7.25765 -1.52799 -0.94629
S -6.34331 -2.85383 -1.34441
C -4.92884 -2.19013 -0.55789
N -3.83522 -2.78722 -0.31476
C -2.87298 -2.15000 0.45248
O -2.10846 -2.78878 1.13075
S -7.47763 0.69577 0.55656
O -8.86048 0.33862 0.51070
O -6.84984 0.78522 1.83987
C -7.23306 2.19053 -0.41994
H -6.16747 2.36877 -0.47074
H -7.74518 2.99610 0.09160
H -7.67713 2.00968 -1.38958
H -2.03988 1.19627 0.01786
H -0.06785 1.72313 -0.92719
H 4.01729 1.77687 0.85648
H 5.24836 2.74209 0.03778
H 3.63445 3.41118 0.31874
*
```

=====

[5]
The following is a quantum chemistry calculation of C24H32NPbS as an isolated structure in a non-equilibrium geometry, from the Open Molecules 2025 dataset.

Computed properties:
E_LUMO (spin up / spin down) (eV): -4.27 / -4.47
F_max (eV Å⁻¹): 3.9
Highest occupied orbital energy (spin up / spin down) (eV): -8.138 / -7.690

The geometry in ORCA input format:
```
! RIJCOSX wB97M-V def2-TZVPD def2/J DEFGRID3
* xyz 1 1
C 1.45457 -3.09379 0.63701
C 2.37355 -2.35180 -0.15355
C 1.83804 -2.25785 -1.46782
C 0.57346 -2.89395 -1.47184
C 0.33702 -3.41775 -0.17832
Pb -0.59205 -0.27199 0.89318
C -2.63536 2.42595 0.05979
C -2.54102 1.77635 1.48227
H -2.27911 2.49537 2.32059
C -2.72978 0.42489 1.82364
H -3.27430 -0.30745 1.20243
H -2.68258 0.10379 2.88704
C -3.34431 3.78787 0.07627
H -2.77018 4.48926 0.70666
H -3.25608 4.20130 -0.93277
H -4.40641 3.80972 0.37952
C -3.28705 1.53173 -1.01297
H -2.82703 0.54989 -1.08289
H -4.35604 1.38385 -0.88326
H -3.08514 2.00915 -1.97619
C 3.65767 -1.77227 0.31990
H 3.54838 -1.30836 1.31841
H 4.44221 -2.55129 0.39384
H 4.01036 -1.00260 -0.38862
C 2.53244 -1.62171 -2.61266
H 2.49311 -0.52158 -2.58534
H 3.59381 -1.90832 -2.60774
H 2.08498 -1.95181 -3.55774
C -0.33682 -2.97801 -2.63059
H -0.32246 -2.05439 -3.21746
H -0.04748 -3.79700 -3.29824
H -1.36326 -3.16250 -2.31155
C -0.87760 -4.14561 0.24710
H -1.77597 -3.73678 -0.22898
H -0.82457 -5.20570 -0.03257
H -1.01014 -4.10130 1.33102
C 1.62760 -3.40409 2.07968
H 0.82677 -4.07497 2.42573
H 2.59205 -3.90509 2.25998
H 1.60863 -2.49080 2.70190
C -0.42801 1.53014 -0.47033
C -1.30932 2.71605 -0.50068
C 0.30283 1.24256 -1.67821
C -0.87718 3.81662 -1.42397
H -0.12010 2.50806 0.13702
C 0.38131 2.14021 -2.75000
H 0.63066 0.17663 -1.77123
C -0.13992 3.46224 -2.55017
H -0.99698 4.88695 -1.14461
H 0.97402 1.84720 -3.67911
H 0.16591 4.23320 -3.28253
S 1.24989 1.97912 4.80497
C 2.51876 2.12100 3.60999
C 2.13375 1.55457 2.42739
N 0.83641 1.01515 2.45357
C 0.25250 1.18052 3.67071
H 3.47408 2.59324 3.80088
H 2.72534 1.48348 1.50782
H -0.74385 0.81269 3.92362
*
```

=====

[6]
The following is a quantum chemistry calculation of a 5-piece molecular cluster, C51H67FIN7O18P overall in a non-equilibrium geometry, from the Open Molecules 2025 dataset.

Computed properties:
ΔE to the lowest compared entry with this formula, charge and spin (kcal per mole): 23.3
E_LUMO (eV): -3.51
F_max (eV Å⁻¹): 2.9
Highest occupied orbital energy (eV): -10.582

The geometry in ORCA input format:
```
! RIJCOSX wB97M-V def2-TZVPD def2/J DEFGRID3
* xyz 1 1
C 4.14234 -6.28228 1.25322
C 3.49435 -6.57564 -0.11302
C 2.00982 -6.21937 -0.15255
N 1.74578 -4.78346 0.00896
C 1.17842 -4.07177 -1.13046
N 2.18456 -3.44528 -1.95937
F 3.07325 -4.37062 -2.46097
C 2.86463 -2.24841 -1.44517
C 2.95480 -1.23406 -2.62590
C 4.32829 -0.63997 -2.92787
C 5.41546 -1.64419 -3.25070
O 5.32036 -2.83683 -3.05841
N 6.67785 -1.10811 -3.77251
C 7.39139 -0.65585 -2.58012
C 7.28549 0.64763 -2.16783
C 7.93479 1.02800 -1.02277
C 8.65070 0.09695 -0.33456
C 8.76333 -1.18905 -0.75134
C 8.12090 -1.58366 -1.89674
C 2.10368 -1.69424 -0.23059
P 2.93790 -0.07361 0.23878
C 2.44648 0.39926 1.95684
C 4.70821 -0.52720 0.52720
N 0.64445 -1.63976 -0.57020
C -0.05789 -0.69868 0.34200
O -1.43825 -0.76116 0.29810
C -2.04830 0.13148 1.23849
C -2.66603 1.35253 0.57709
C -3.34918 2.19302 1.68314
C 0.04704 -3.01486 -0.81005
C -0.68234 -2.99238 -2.20300
C -1.82487 -2.01309 -2.49235
N -2.28569 -2.36820 -3.90236
N -3.02548 -2.13645 -1.72042
N -1.36652 -0.63533 -2.63604
C -0.84204 -3.55797 0.32172
I -1.55798 -5.57835 -0.08531
C -0.28466 -3.42918 1.76741
C -0.75921 -4.44886 2.79712
H 4.61432 -5.29900 1.22229
H 3.36983 -6.25581 2.02443
H 4.86902 -7.03495 1.54109
H 3.52862 -7.65749 -0.26012
H 4.04856 -6.14430 -0.94499
H 1.56691 -6.74292 0.70059
H 1.58252 -6.66850 -1.04908
H 2.59808 -4.36339 0.35563
H 0.73577 -4.83456 -1.76144
H 3.84810 -2.55978 -1.09184
H 2.26485 -0.39930 -2.46919
H 2.59836 -1.74369 -3.51806
H 4.61445 0.05961 -2.14677
H 4.21776 -0.00617 -3.81271
H 6.49320 -0.31133 -4.37708
H 6.67628 1.31340 -2.76364
H 7.83034 2.04873 -0.68551
H 9.13684 0.40995 0.58147
H 9.31923 -1.93600 -0.20464
H 8.17040 -2.59318 -2.26930
H 2.18462 -2.35363 0.63422
H 2.38777 -0.52306 2.54295
H 3.17770 1.06660 2.39856
H 1.44808 0.82379 1.97934
H 5.19582 0.43857 0.66343
H 4.85609 -1.08121 1.45489
H 5.17826 -0.98764 -0.33453
H 0.64601 -1.19743 -1.49786
H 0.23688 0.31322 0.04674
H 0.27086 -0.92070 1.35839
H -1.30168 0.47340 1.96504
H -2.80581 -0.43038 1.78368
H -3.40103 1.04528 -0.16102
H -1.86747 1.93139 0.11743
H -3.24903 1.65946 2.63276
H -4.41281 2.30155 1.50578
H -2.86821 3.15414 1.82801
H 0.08961 -2.79060 -2.95029
H -1.04002 -3.98577 -2.44115
H -2.55192 -3.34952 -3.93458
H -1.50500 -2.25706 -4.54659
H -3.15383 -3.02835 -1.27093
H -3.23565 -1.34351 -1.13930
H -0.62680 -0.64187 -3.33030
H -2.13238 -0.09773 -3.02730
H -1.78282 -3.02913 0.33381
H -0.63908 -2.46239 2.13729
H 0.80036 -3.41083 1.81423
H -0.25541 -5.40626 2.71187
H -1.83980 -4.55320 2.83332
H -0.47150 -4.05448 3.77463
C 7.25813 2.34633 -8.39390
C 6.84910 2.11917 -7.14044
C 5.58825 1.35759 -6.84702
O 5.28306 1.16860 -5.67608
C 4.79141 0.88647 -7.95833
C 5.19573 1.11469 -9.21779
C 6.47168 1.85377 -9.51566
O 6.78534 2.00892 -10.67735
O 4.50804 0.70893 -10.27189
O 7.52860 2.54944 -6.07828
H 8.16448 2.89085 -8.61745
H 3.87827 0.35452 -7.73231
H 5.01557 0.99684 -11.05640
H 7.02599 2.25833 -5.29681
C -6.32346 5.19511 3.82635
C -7.48109 5.30637 4.49251
C -8.80384 5.31320 3.77920
O -9.81568 5.39838 4.44835
C -8.80739 5.22159 2.32796
C -7.64915 5.11435 1.66443
C -6.32811 5.08096 2.37837
O -5.31498 4.96155 1.71106
O -7.58729 5.02925 0.33837
O -7.53956 5.41564 5.81363
H -5.36604 5.18702 4.32772
H -9.76588 5.24282 1.82565
H -6.63964 4.96185 0.11726
H -8.48783 5.47972 6.03907
C -13.37129 8.61230 2.72611
C -12.87511 7.36844 2.78478
C -12.68976 6.53347 1.54818
O -12.21095 5.41951 1.67131
C -13.08962 7.09554 0.27028
C -13.59011 8.33745 0.21292
C -13.75072 9.18364 1.44483
O -14.19428 10.30820 1.31303
O -13.97390 8.90344 -0.92451
O -12.51335 6.79512 3.92561
H -13.50655 9.22335 3.60714
H -12.96667 6.47970 -0.60936
H -14.29226 9.79592 -0.68697
H -12.18627 5.90350 3.69496
C 4.31249 -1.49322 6.66624
C 3.84915 -1.81819 7.88354
C 2.58201 -2.60920 8.06096
O 2.22767 -2.88505 9.18732
C 1.84179 -3.00059 6.86622
C 2.30833 -2.67123 5.65879
C 3.58550 -1.90354 5.48281
O 3.95097 -1.65498 4.34374
O 1.67892 -2.99857 4.52542
O 4.46965 -1.46921 8.99904
H 5.22217 -0.92689 6.52587
H 0.92409 -3.55515 7.00364
H 2.23854 -2.64452 3.81005
H 3.93483 -1.82642 9.73465
*
```

=====

[7]
The following is a quantum chemistry calculation of C3H10N2O3 as an isolated structure in a non-equilibrium geometry, from the Open Molecules 2025 dataset.

Computed properties:
ΔE to the lowest compared entry with this formula, charge and spin (kcal per mole): 7.7
E_LUMO (eV): 0.58
F_max (eV Å⁻¹): 1.2
Highest occupied orbital energy (eV): -9.337

The geometry in ORCA input format:
```
! RIJCOSX wB97M-V def2-TZVPD def2/J DEFGRID3
* xyz 0 1
C 1.93046 -0.48816 -0.46565
O 2.25327 -0.46434 0.89469
C 1.37569 0.87067 -0.97160
N -0.02404 0.68247 -1.47545
H 1.21719 -1.28923 -0.69973
H 2.85619 -0.72543 -0.99943
H 1.44048 -0.21966 1.37110
H 1.25288 1.50055 -0.09051
H 2.05129 1.34543 -1.67784
H -0.77185 0.06532 -0.64398
H -0.00213 0.05534 -2.27651
H -0.49165 1.54088 -1.73808
N -2.64269 -0.84465 1.88443
C -1.67080 -0.25842 1.10935
O -1.69550 -0.59264 -0.13163
O -0.86752 0.54527 1.60333
H -2.69011 -0.67786 2.86848
H -3.52115 -1.04556 1.43905
*
```

=====

[8]
The following is a quantum chemistry calculation of C7H10FNO2S in the gas phase in a non-equilibrium geometry, from the Open Molecules 2025 dataset.

Computed properties:
ΔE to the lowest compared entry with this formula, charge and spin (kcal per mole): 13.1
E_LUMO (eV): 0.23
F_max (eV Å⁻¹): 5.2
Highest occupied orbital energy (eV): -9.113

The geometry in ORCA input format:
```
! RIJCOSX wB97M-V def2-TZVPD def2/J DEFGRID3
* xyz 0 1
C 1.41482 -2.11457 -1.94924
C 1.39664 -2.52327 -0.54431
C 0.75587 -1.02107 -2.36236
C 0.90297 -1.74708 0.42632
C 0.05730 -0.10388 -1.38636
C 0.35357 -0.36049 0.08648
C -1.00120 2.02476 2.29340
N -1.67253 1.36803 1.15575
O -2.41556 -0.69198 -0.00265
O -1.34366 -0.82372 2.19029
F 0.96255 0.71685 0.69324
S -1.36747 -0.22218 0.93609
H 1.86722 -2.95886 -2.53729
H 1.69842 -3.47033 -0.19824
H 0.55409 -0.81714 -3.50990
H 0.83245 -2.15548 1.40931
H 0.31411 0.84284 -1.59390
H -1.12849 -0.33332 -1.39523
H -0.36353 1.19984 2.64754
H -0.48617 2.78575 1.81694
H -1.73853 2.28866 3.16927
H -2.54326 1.79203 0.92861
*
```